# 1
Here is a molecular structure, C24H51F2HgN4O10S2 from the Open Molecules 2025 dataset. Energies are from the ωB97M-V functional and the def2-TZVPD basis.

Results
- energy relative to the best compared isomer or geometry (same formula, charge and spin) (eV) = 6.886
- Kohn-Sham gap (eV) = 1.20
- E_LUMO (eV) = -9.30
- energy (Ha) = -3065.2911
- charge = +1
- HOMO energy (Eh) = -0.386

Element x y z (Å)
Hg: 3.5322 2.3373 1.7496
N: 0.0332 1.2034 -0.6888
S: -0.4565 -0.0179 -1.5206
O: -0.7930 0.2984 -2.8898
O: -1.2209 -1.0499 -0.8367
F: 1.0466 -0.6704 -1.7182
S: -1.6307 1.5673 -0.2684
O: -1.9738 1.2017 1.0520
O: -2.6997 1.6512 -1.2870
F: -1.3055 3.1611 -0.0178
N: -0.7176 -7.8987 0.1703
C: -0.9377 -8.6985 1.2982
C: 0.3496 -9.2023 1.6329
C: 1.2925 -8.5974 0.7631
C: 0.6328 -7.7859 -0.1333
H: -1.4269 -7.4181 -0.3645
H: -1.9064 -8.9908 1.6759
H: 0.5718 -9.9282 2.4011
H: 2.3362 -8.8396 0.8995
H: 0.9102 -7.1989 -0.9964
N: -0.4169 -4.7803 5.5761
C: -1.2469 -3.6691 5.4389
C: -1.1678 -2.8311 6.5586
C: -0.1836 -3.4179 7.3967
C: 0.3070 -4.5813 6.7555
H: -0.3168 -5.5700 4.9544
H: -1.8768 -3.6400 4.5621
H: -1.7223 -1.9220 6.7388
H: 0.1583 -3.0526 8.3539
H: 0.9920 -5.3326 7.1199
N: -9.9803 -0.9468 1.1077
C: -11.1892 -0.6908 0.4993
C: -11.2774 0.7102 0.2841
C: -9.9901 1.2196 0.6029
C: -9.2741 0.2197 1.1481
H: -9.6068 -1.8695 1.2789
H: -11.8197 -1.5603 0.3858
H: -12.1426 1.2823 -0.0167
H: -9.6408 2.2176 0.3831
H: -8.2607 0.2375 1.5209
C: 3.9843 9.9220 1.3872
C: 3.0085 8.7740 1.6146
O: 3.6828 7.5411 1.6068
H: 3.2877 10.7601 1.3635
H: 4.5423 9.8804 0.4518
H: 4.6934 9.9342 2.2149
H: 2.2585 8.8793 0.8307
H: 2.4823 8.9824 2.5461
H: 4.2865 7.5983 2.3511
C: -0.7162 4.6945 7.0026
C: 0.3287 3.6340 6.6538
O: 0.4143 3.4704 5.2972
H: -0.5247 5.2313 7.9317
H: -1.7002 4.2357 7.0989
H: -0.8503 5.4431 6.2218
H: 0.1199 2.6603 7.0968
H: 1.3323 3.8316 7.0302
H: -0.4603 3.1495 5.0655
C: 4.9125 -4.4016 -5.9403
C: 6.3389 -3.8258 -5.6963
O: 6.4136 -2.8301 -4.7250
H: 4.7465 -4.9416 -6.8725
H: 4.2132 -3.5657 -5.9174
H: 4.6922 -4.9404 -5.0188
H: 6.5459 -3.3103 -6.6342
H: 7.1021 -4.6027 -5.6522
H: 6.4621 -3.2602 -3.8681
C: 1.5186 6.1336 -4.4736
C: 1.9512 4.8808 -5.3018
O: 2.6768 4.0784 -4.3398
H: 2.3592 6.6714 -4.0352
H: 0.8563 5.8524 -3.6548
H: 1.0220 6.8323 -5.1469
H: 2.5142 5.1012 -6.2088
H: 1.1023 4.2760 -5.6205
H: 1.9575 3.8039 -3.7663
C: -3.2719 1.4739 -8.8192
C: -2.5068 0.5846 -9.8175
O: -3.3222 0.3910 -10.9494
H: -2.6904 1.6367 -7.9117
H: -4.1573 0.9115 -8.5231
H: -3.6154 2.4298 -9.2147
H: -2.2376 -0.3591 -9.3428
H: -1.6219 1.1387 -10.1306
H: -2.8307 -0.2050 -11.5194
C: 5.4330 -3.0386 4.3081
C: 4.3706 -2.9473 3.2384
O: 3.4982 -1.8629 3.4262
H: 6.0552 -2.1463 4.2393
H: 6.0603 -3.9297 4.2823
H: 4.9219 -3.0550 5.2707
H: 3.9037 -3.8985 2.9826
H: 4.8173 -2.6201 2.2996
H: 2.6581 -2.2238 3.7189

# 2
Here is 15 unconnected molecules or ions with the total composition C6H44NO16 from the Open Molecules 2025 dataset. Energies are from the ωB97M-V functional and the def2-TZVPD basis.

Results
- energy relative to the best compared isomer or geometry (same formula, charge and spin) (eV) = 1.001
- Kohn-Sham gap (eV) = 9.62
- E_LUMO (eV) = -2.90
- energy (Ha) = -1513.0615
- charge = +1
- HOMO energy (Eh) = -0.460

Element x y z (Å)
C: -14.6579 -16.6190 -16.0924
O: -15.6922 -16.4137 -15.1466
C: -16.9523 -16.0933 -15.8198
C: -17.9520 -16.0446 -14.6528
N: -19.2567 -15.5541 -15.3076
H: -19.2598 -14.5886 -15.5969
H: -19.4347 -16.2347 -15.9656
C: -20.4322 -15.3089 -14.4811
C: -21.8313 -15.4934 -15.2017
O: -22.9033 -15.4694 -14.2577
C: -24.0748 -15.9105 -14.7135
H: -14.7185 -16.0363 -16.8388
H: -14.6351 -17.4214 -16.7083
H: -13.7152 -16.4764 -15.5184
H: -17.2215 -17.0125 -16.5136
H: -16.7694 -15.2562 -16.5544
H: -17.6402 -15.1959 -13.9095
H: -18.0948 -16.8686 -14.0144
H: -20.4658 -14.5573 -13.9552
H: -20.2823 -15.8511 -13.5406
H: -21.8791 -16.4434 -15.5186
H: -21.9734 -14.8090 -16.0141
H: -24.9479 -15.5143 -14.0633
H: -24.0687 -17.0138 -14.6911
H: -24.2145 -15.5942 -15.6635
O: -15.4339 -18.4819 -13.0052
H: -14.6906 -18.3889 -12.4397
H: -15.8669 -17.7454 -13.4959
O: -22.4844 -17.0493 -12.0172
H: -22.9702 -17.7641 -11.6395
H: -23.1544 -16.3918 -12.2987
O: -14.7911 -16.2981 -19.4297
H: -15.3918 -15.7524 -19.1528
H: -14.5944 -15.7529 -20.1421
O: -20.3016 -15.7726 -10.7350
H: -21.1381 -16.0180 -11.1195
H: -20.1405 -16.1501 -9.8497
O: -23.9263 -13.5301 -12.0637
H: -23.4070 -13.7713 -12.9549
H: -24.4545 -12.8923 -12.6587
O: -18.5604 -19.5718 -14.8306
H: -18.1500 -20.3660 -14.3970
H: -19.3993 -19.4910 -14.3554
O: -12.6415 -16.2558 -18.0516
H: -12.0424 -16.6311 -18.7566
H: -13.4390 -16.4722 -18.4640
O: -12.9611 -14.6357 -12.9699
H: -13.7727 -14.8995 -13.4503
H: -13.3146 -14.0818 -12.2571
O: -20.0328 -17.3156 -17.3251
H: -20.8388 -17.5600 -17.7626
H: -19.8102 -17.1373 -18.2796
O: -17.1190 -14.3723 -18.9687
H: -17.3724 -14.2839 -19.8625
H: -17.8857 -14.5478 -18.4064
O: -18.8122 -13.1104 -16.6591
H: -19.2655 -12.6776 -16.0494
H: -18.1068 -12.5760 -16.9960
O: -20.7535 -18.8753 -13.3296
H: -20.8780 -18.0242 -12.8160
H: -21.5191 -19.3432 -13.3734
O: -16.5296 -12.1446 -17.3507
H: -15.7838 -12.1807 -16.6501
H: -16.1998 -12.7037 -17.9400
O: -12.7167 -19.4363 -16.7040
H: -13.0605 -19.5209 -17.7056
H: -11.9623 -20.0348 -16.5779

# 3
Here is C4H7N3O2 in the gas phase from the Open Molecules 2025 dataset. Energies are from the ωB97M-V functional and the def2-TZVPD basis.

Results
- structure (SMILES) = CN1C=NC/C(=N\O)O1
- energy relative to the best compared isomer or geometry (same formula, charge and spin) (eV) = 7.624
- Kohn-Sham gap (eV) = 9.41
- E_LUMO (eV) = 0.75
- energy (Ha) = -471.1229
- HOMO energy (Eh) = -0.318

Element x y z (Å)
C: 2.4095 -0.9912 0.0427
N: 1.2107 -0.3579 -0.3032
C: 1.1930 1.1116 -0.0808
N: 0.1013 1.8100 0.1708
C: -1.2474 1.1040 0.0918
C: -1.0664 -0.3607 0.0817
N: -2.1751 -1.0012 0.0419
O: -3.3490 -0.2571 -0.1249
O: 0.1533 -1.0671 0.2308
H: 3.2732 0.0139 0.1072
H: 2.2450 -1.6729 1.1295
H: 2.4897 -1.8556 -0.8816
H: 2.1017 1.5898 -0.4612
H: -1.7389 1.3307 1.0142
H: -1.6460 1.5777 -0.7760
H: -3.9546 -0.9740 -0.2831

Number 1: F_max 0.1415 hartree/bohr. Number 2: F_max 0.1998 hartree/bohr. Number 3: F_max 0.0983 hartree/bohr.